Record 1
This record from the Open Molecules 2025 dataset describes a cluster of 2 separate species, C19H25ClN3 in total at a distorted geometry. The level of theory is wB97M-V/def2-TZVPD.

Calculated values
HOMO level: -0.38292 hartree
net charge: +1
multiplicity: 1
E_tot: -37094.1310 eV
ΔE to the lowest compared entry with this formula, charge and spin: 7.9 kJ/mol

Positions of all 48 atoms, in Å:
C1 -2.0672 -3.5888 1.2481
N1 -0.7731 -4.2066 1.4421
C2 -0.5744 -5.6247 1.2724
C3 0.2393 -3.2243 1.3245
Cl1 1.9144 -3.6911 1.6477
H1 -2.8490 -4.3233 1.0620
H2 -2.3205 -3.0617 2.1699
H3 -2.0135 -2.7950 0.4742
H4 -1.5421 -6.0629 0.9990
H5 0.1252 -5.9383 0.4930
H6 -0.2388 -6.1520 2.1651
H7 -0.0163 -2.4023 2.0645
C4 1.4060 1.5162 1.9639
N2 1.6989 1.2030 0.5532
C5 0.7132 0.9045 -0.3161
H8 0.1600 -2.9009 0.3182
C6 -0.6942 1.2257 -0.1027
C7 -0.9997 2.5073 -0.6124
C8 -2.2779 3.0214 -0.5104
C9 -3.2813 2.2496 0.0560
C10 -4.6260 2.8881 0.1133
C11 -3.0079 0.9674 0.5386
C12 -1.7068 0.4358 0.5040
N3 1.2324 0.3720 -1.4489
C13 0.3664 -0.2384 -2.4583
C14 2.6313 0.5702 -1.4246
C15 2.9359 1.0798 -0.1311
C16 4.0353 1.9178 0.0544
C17 4.6801 2.4255 -1.0997
C18 4.3755 1.9194 -2.3664
C19 3.4156 0.9014 -2.5231
H9 2.2567 2.0122 2.4491
H10 0.5136 2.1573 2.0784
H11 1.1494 0.5822 2.4903
H12 -0.2221 3.1243 -1.0744
H13 -2.4878 4.0252 -0.8813
H14 -5.3758 2.2288 0.5446
H15 -4.5763 3.8113 0.7036
H16 -4.9442 3.1868 -0.8929
H17 -3.8485 0.3968 0.9560
H18 -1.5029 -0.5485 0.9629
H19 0.8848 -0.3162 -3.4129
H20 0.0423 -1.2386 -2.1333
H21 -0.5693 0.3195 -2.6049
H22 4.2730 2.2481 1.0766
H23 5.3886 3.2624 -1.0099
H24 4.8650 2.3894 -3.2211
H25 3.2125 0.4641 -3.5011



Record 2
This record from the Open Molecules 2025 dataset describes a structure of composition C19H25ClNO9PS3Tc. The level of theory is wB97M-V/def2-TZVPD.

Calculated values
HOMO level (spin up / spin down): -0.19279 / -0.17245 hartree
net charge: -1
multiplicity: 3
E_tot: -96550.3237 eV
ΔE to the lowest compared entry with this formula, charge and spin: 26.4 kJ/mol

Positions of all 60 atoms, in Å:
Tc1 -1.4009 -0.1076 0.2536
C1 -1.3037 2.7067 5.5353
C2 -0.1048 3.1135 4.7099
O1 0.6391 1.9442 4.3386
P1 0.7349 1.4845 2.8070
S1 1.7892 -0.1592 2.7188
S2 -1.1399 1.5273 2.0528
O2 1.5269 2.7318 2.1988
C3 1.5649 3.0108 0.7929
C4 3.0035 2.9681 0.3301
H1 -1.8478 3.5920 5.8685
H2 -0.9899 2.1392 6.4109
H3 -1.9752 2.0899 4.9407
H4 0.5837 3.7426 5.2790
H5 -0.4136 3.6654 3.8197
H6 1.1238 4.0009 0.6600
H7 0.9495 2.2853 0.2501
H8 3.6082 3.6881 0.8811
H9 3.0644 3.2024 -0.7340
H10 3.4176 1.9732 0.4880
O3 -4.5072 2.0149 -0.4621
S3 -3.6912 0.8729 -0.7488
O4 -4.1729 -0.0053 -1.7886
O5 -2.2183 1.2857 -1.0192
O6 -3.4179 0.0441 0.5495
O7 -0.7865 -1.6081 1.6744
C5 -0.5010 -2.9589 1.3073
C6 -1.7921 -3.7405 1.1782
C7 -2.8385 -3.0899 0.2659
C8 -2.3189 -2.7471 -1.0968
C9 -2.4471 -3.6477 -2.1449
C10 -1.9912 -3.3174 -3.4058
C11 -1.4235 -2.0707 -3.5947
C12 -1.3220 -1.2257 -2.5115
N1 -1.7310 -1.5586 -1.2826
H11 0.0320 -1.1994 2.0691
H12 0.1108 -3.3908 2.1033
H13 0.0842 -2.9575 0.3755
H14 -2.2467 -3.8816 2.1605
H15 -1.5195 -4.7310 0.8004
H16 -3.2380 -2.1866 0.7347
H17 -3.6835 -3.7695 0.1395
H18 -2.9243 -4.5996 -1.9541
H19 -2.0930 -4.0132 -4.2277
H20 -1.0726 -1.7413 -4.5611
H21 -0.9123 -0.2304 -2.6124
Cl1 5.0699 1.9165 -4.8897
C13 3.9886 1.1505 -3.7491
C14 2.7661 1.7374 -3.4775
C15 1.9236 1.1304 -2.5559
C16 2.2920 -0.0574 -1.9358
C17 3.5192 -0.6353 -2.2365
C18 4.3811 -0.0271 -3.1337
C19 1.3479 -0.7326 -0.9674
O8 1.3812 -1.9417 -0.8028
O9 0.5251 0.0893 -0.4209
H22 2.4858 2.6580 -3.9686
H23 0.9776 1.5875 -2.2981
H24 3.7878 -1.5650 -1.7535
H25 5.3468 -0.4565 -3.3602